This record from the OMol25 dataset describes a molecular structure, C36H41Cl5N3O4P2V. The level of theory is the ωB97M-V functional and the def2-TZVPD basis.

Atoms and positions in Å:
V1 0.5035 0.6315 0.8247
C1 -2.9416 -1.8374 0.4113
C2 -1.7665 -2.7444 0.7904
C3 -2.2756 -3.9300 1.6103
P1 -0.3661 -1.7025 1.4536
C4 -0.5074 -1.5976 3.3062
C5 -1.8969 -1.1023 3.7161
C6 -0.0808 -2.8059 4.1334
C7 1.1490 -2.6418 1.0773
C8 1.3182 -3.9904 1.3967
C9 2.4031 -4.7285 0.9604
C10 3.3417 -4.0938 0.1487
C11 3.2225 -2.7612 -0.1720
C12 2.1481 -1.9683 0.3114
N1 1.9953 -0.6522 0.0224
C13 2.9411 0.0499 -0.7292
C14 4.3050 0.1173 -0.4335
C15 5.1339 0.9766 -1.1364
C16 4.6249 1.7814 -2.1482
C17 3.2725 1.7158 -2.4553
C18 2.4289 0.8542 -1.7650
P2 0.6076 0.7781 -1.8835
C19 0.2792 -0.8969 -2.6275
C20 -1.2036 -1.0502 -2.9665
C21 1.1897 -1.3655 -3.7579
C22 0.1757 2.0903 -3.1206
C23 0.4688 1.8000 -4.5913
C24 -1.2788 2.5261 -2.9284
H1 -3.6928 -2.4061 -0.1447
H2 -3.4271 -1.4304 1.3002
H3 -2.6174 -0.9884 -0.1926
H4 -1.3247 -3.1285 -0.1365
H5 -2.7712 -3.5926 2.5218
H6 -3.0171 -4.4807 1.0243
H7 -1.4952 -4.6318 1.8882
H8 0.1991 -0.7902 3.5296
H9 -2.6235 -1.9180 3.7130
H10 -1.8662 -0.6879 4.7253
H11 -2.2623 -0.3160 3.0582
H12 -0.7727 -3.6424 4.0159
H13 0.9201 -3.1441 3.8674
H14 -0.0710 -2.5329 5.1922
H15 0.5809 -4.4811 2.0145
H16 2.5098 -5.7704 1.2320
H17 4.1862 -4.6526 -0.2396
H18 3.9654 -2.3045 -0.8107
H19 4.6936 -0.4660 0.3927
H20 6.1825 1.0422 -0.8703
H21 5.2710 2.4678 -2.6804
H22 2.8774 2.3656 -3.2267
H23 0.4859 -1.5326 -1.7608
H24 -1.4808 -0.4628 -3.8444
H25 -1.4376 -2.0956 -3.1845
H26 -1.8313 -0.7274 -2.1307
H27 1.0050 -0.8287 -4.6892
H28 2.2411 -1.2426 -3.4962
H29 1.0137 -2.4282 -3.9482
H30 0.8105 2.9206 -2.7987
H31 -0.1595 0.9934 -4.9707
H32 0.2506 2.6896 -5.1893
H33 1.5089 1.5228 -4.7641
H34 -1.9648 1.7452 -3.2643
H35 -1.5033 2.7273 -1.8806
H36 -1.4855 3.4239 -3.5176
C25 -4.6109 0.7860 -1.9145
C26 -4.2595 1.3280 -0.5727
N2 -3.0599 1.3497 -0.0411
C27 -3.2021 1.9232 1.1985
C28 -4.5212 2.2640 1.4054
N3 -5.1709 1.8725 0.2660
C29 -5.3535 2.8899 2.4671
O1 -4.7466 3.3105 3.5446
O2 -6.5528 2.9909 2.2843
C30 -2.0582 2.0645 2.1548
O3 -2.3004 2.5298 3.2897
O4 -0.9403 1.6453 1.7791
H37 -3.7601 0.2330 -2.3045
H38 -4.8516 1.5878 -2.6154
H39 -5.4690 0.1144 -1.8569
H40 -6.1641 1.9937 0.1453
H41 -3.7329 3.1328 3.4653
Cl1 1.0996 3.8981 -0.4521
C31 2.3177 3.3045 0.6552
C32 2.0772 2.1096 1.3167
C33 3.0575 1.7483 2.2249
Cl2 2.7941 0.2773 3.1514
C34 4.2360 2.4543 2.4354
Cl3 5.4293 1.9026 3.5582
C35 4.4605 3.6097 1.6933
Cl4 5.9361 4.4894 1.8789
C36 3.4878 4.0467 0.7969
Cl5 3.7692 5.4755 -0.1357

Forces on atoms 1 to 6 (eV/Å):
-0.155 0.035 -0.509
0.088 -0.001 -0.071
-0.045 0.055 -0.036
-0.004 0.030 0.000
0.169 -0.057 0.025
-0.027 -0.002 0.020

Computed properties:
- orbital gap (spin up / spin down) (eV) = 6.44 / 6.94
- multiplicity = 4
- total charge = -1
- highest occupied orbital energy (spin up / spin down) (Ha) = -0.15012 / -0.16859


This record from the OMol25 dataset describes a molecular structure, C36H41ClF4I2NO in a non-equilibrium geometry. The level of theory is the ωB97M-V functional and the def2-TZVPD basis.

Atoms and positions in Å:
C1 -2.7456 0.0416 5.5051
C2 -3.3640 1.1027 4.4220
I1 -5.5091 1.3417 4.9947
C3 -3.3965 0.5847 2.8681
I2 -4.8471 -1.0823 2.5497
C4 -1.9266 0.2925 2.1963
Cl1 -2.2742 0.0181 0.3562
C5 -1.1737 -1.0600 2.7065
C6 0.1889 -0.8518 3.5757
C7 1.4509 -1.4317 2.6652
C8 0.1124 -1.8957 4.8824
N1 0.4119 0.5089 4.1667
O1 1.5690 0.5111 4.8505
C9 0.2684 1.6525 3.2093
C10 1.5936 1.9216 2.2406
C11 0.1787 3.0254 4.1645
C12 -1.0676 1.6760 2.2778
H1 -3.4058 0.1464 6.4937
H2 -2.8137 -1.0834 5.1915
H3 -1.6726 0.4120 5.7953
H4 -2.9086 2.1942 4.5216
H5 -3.8639 1.4835 2.2353
H6 -1.9446 -1.7138 3.2948
H7 -0.8723 -1.7015 1.7460
H8 1.1765 -2.5500 2.3523
H9 2.4540 -1.5129 3.2746
H10 1.5483 -0.8378 1.6545
H11 0.0175 -1.3025 5.9123
H12 -0.6900 -2.7355 4.7510
H13 1.1636 -2.4578 4.9441
H14 2.6131 1.6911 2.7679
H15 1.5451 1.2990 1.2257
H16 1.6189 3.0790 1.9497
H17 -0.8711 3.0546 4.7080
H18 0.3002 3.9757 3.4554
H19 1.0750 3.0755 4.9340
H20 -1.7759 2.5603 2.6538
H21 -0.7458 2.0040 1.1778
F1 1.0628 0.3829 -4.6626
C13 -0.2739 0.4289 -4.5870
C14 -1.0233 0.5003 -5.7562
C15 -2.4153 0.5430 -5.6782
C16 -3.0426 0.5247 -4.4300
C17 -2.2815 0.4581 -3.2620
C18 -0.8901 0.4041 -3.3408
H22 -0.5183 0.5219 -6.7164
H23 -3.0105 0.5910 -6.5867
H24 -4.1282 0.5625 -4.3695
H25 -2.7718 0.4481 -2.2916
H26 -0.2835 0.3430 -2.4434
F2 4.5852 -0.6229 -9.9170
C19 3.9398 0.3557 -9.2686
C20 3.1127 0.0369 -8.1971
C21 2.4446 1.0560 -7.5184
C22 2.6027 2.3829 -7.9262
C23 3.4311 2.6921 -9.0060
C24 4.1077 1.6740 -9.6773
H27 2.9956 -1.0001 -7.8999
H28 1.8018 0.8180 -6.6745
H29 2.0779 3.1770 -7.3994
H30 3.5494 3.7252 -9.3241
H31 4.7626 1.8975 -10.5130
F3 -2.4576 -4.0923 4.5941
C25 -2.3607 -5.4110 4.3789
C26 -1.7346 -6.2145 5.3254
C27 -1.6380 -7.5883 5.1042
C28 -2.1596 -8.1422 3.9324
C29 -2.7817 -7.3266 2.9860
C30 -2.8880 -5.9546 3.2128
H32 -1.3280 -5.7654 6.2257
H33 -1.1573 -8.2263 5.8417
H34 -2.0801 -9.2131 3.7582
H35 -3.1832 -7.7593 2.0729
H36 -3.3763 -5.3072 2.4920
F4 0.9850 4.3746 -0.4453
C31 1.9803 4.0096 -1.2642
C32 1.9111 2.7866 -1.9224
C33 2.9448 2.4084 -2.7792
C34 4.0425 3.2536 -2.9599
C35 4.1051 4.4768 -2.2908
C36 3.0660 4.8596 -1.4429
H37 1.0547 2.1396 -1.7633
H38 2.8965 1.4578 -3.3045
H39 4.8506 2.9562 -3.6248
H40 4.9623 5.1311 -2.4298
H41 3.0942 5.8109 -0.9219

Forces on atoms 1 to 6 (eV/Å):
-0.543 0.992 1.138
0.177 -0.867 -0.059
0.876 0.571 -0.034
0.304 1.921 -0.496
1.161 0.557 0.024
-0.159 0.199 0.307

Computed properties:
- orbital gap (spin up / spin down) (eV) = 8.55 / 8.12
- multiplicity = 2
- highest occupied orbital energy (spin up / spin down) (Ha) = -0.31996 / -0.31995


This record from the OMol25 dataset describes a molecular structure, C36H41EuF3N9O9P3 in a non-equilibrium geometry. The level of theory is the ωB97M-V functional and the def2-TZVPD basis.

Atoms and positions in Å:
Eu1 -0.4471 1.1999 -0.2844
C1 2.9438 2.7172 2.1820
O1 4.1905 2.3016 1.5393
C2 4.2755 1.6651 0.3469
C3 5.5501 1.3448 -0.1253
C4 5.7066 0.8233 -1.4453
C5 4.6178 0.5999 -2.1942
C6 3.2804 0.8712 -1.7317
C7 2.1791 0.5710 -2.6030
N1 0.9208 0.6804 -2.3328
N2 0.1476 0.4719 -3.4236
C8 -1.0534 0.9986 -3.3935
O2 -1.5866 1.6327 -2.3920
C9 -1.7574 0.8109 -4.7145
C10 -1.3158 -0.0985 -5.6659
C11 -1.8271 -0.1242 -6.9659
C12 -2.6020 0.9583 -7.3963
C13 -3.0313 1.9102 -6.4456
C14 -2.6792 1.7928 -5.1033
C15 3.0857 1.3842 -0.4269
O3 1.9175 1.5630 0.0456
H1 2.3881 3.4652 1.6594
H2 3.2707 3.1501 3.1061
H3 2.2945 1.8558 2.4106
H4 6.3837 1.6298 0.5027
H5 6.6981 0.6475 -1.7888
H6 4.7280 0.1167 -3.1870
H7 2.4028 0.3700 -3.6556
H8 -0.6492 -0.8835 -5.3385
H9 -1.5476 -0.9263 -7.6411
H10 -3.0007 1.0210 -8.4222
H11 -3.6860 2.7331 -6.7206
H12 -2.9534 2.4943 -4.3315
N3 -3.7883 4.9045 2.9373
C16 -2.7724 4.2302 2.0831
C17 -2.8545 4.7807 0.6633
P1 -3.3593 2.4610 2.0004
O4 -2.8115 1.5550 3.2017
O5 -4.7954 2.7467 2.3253
O6 -2.8859 1.8852 0.7366
P2 -1.1533 4.4910 2.9614
O7 -0.5298 5.9381 2.5490
O8 -1.5042 4.7228 4.3945
O9 -0.2076 3.5002 2.4157
H13 -4.6404 4.2749 2.8517
H14 -3.9483 5.8836 2.6968
H15 -3.3614 4.9261 3.8791
H16 -3.8937 4.6053 0.2500
H17 -2.1855 4.2202 0.0091
H18 -2.6218 5.8295 0.6710
H19 -2.0061 1.0953 2.9071
H20 0.0584 5.7525 1.8216
F1 2.2241 0.4121 8.7116
C18 1.2577 -0.4760 8.4082
F2 0.1343 -0.0716 9.0921
F3 1.6234 -1.6510 8.9412
C19 1.0309 -0.5162 6.9661
C20 0.9699 -1.7127 6.2866
C21 0.6247 -1.7628 4.9729
C22 0.3601 -0.5536 4.2457
C23 0.4114 0.6221 4.9426
C24 0.7405 0.6288 6.2953
C25 0.0680 -0.6404 2.8490
C26 -0.0071 -0.6904 1.6189
H21 1.2540 -2.6248 6.7673
H22 0.7100 -2.6642 4.3552
H23 0.1073 1.5482 4.5051
H24 0.7825 1.5573 6.8403
C27 -2.7027 -4.2047 -3.6182
N4 -1.2494 -4.0718 -3.5100
C28 -0.7751 -4.8951 -2.4013
N5 -1.4713 -4.6488 -1.1697
C29 -2.8827 -4.8454 -1.3074
N6 -3.4690 -4.0273 -2.3927
C30 -3.4471 -2.6431 -2.0023
P3 -1.7495 -1.9609 -1.8049
C31 -0.9128 -2.6792 -3.2922
C32 -1.1810 -3.2866 -0.6557
H25 -2.8682 -5.2000 -4.0326
H26 -3.0507 -3.4398 -4.3678
H27 0.2983 -4.7189 -2.2713
H28 -0.8746 -5.9060 -2.7514
H29 -3.4062 -4.6083 -0.3906
H30 -3.0646 -5.8981 -1.5357
H31 -3.9263 -2.4652 -1.0539
H32 -3.9408 -2.0944 -2.7987
H33 0.1464 -2.5335 -3.1732
H34 -1.2853 -2.0982 -4.1170
H35 -1.6744 -3.1642 0.2904
H36 -0.1187 -3.2659 -0.5454
N7 3.5802 -1.1609 1.6865
C33 3.4978 -1.8964 0.5665
C34 2.2718 -2.1933 -0.0744
N8 2.2412 -2.7649 -1.2517
C35 3.4103 -3.1251 -1.8388
C36 4.5978 -2.9855 -1.1271
N9 4.6140 -2.3699 0.0564
H37 2.8072 -0.5932 1.9604
H38 4.4032 -0.5953 1.6961
H39 1.3586 -1.7603 0.3608
H40 3.3976 -3.5962 -2.7873
H41 5.5503 -3.2590 -1.5623

Forces on atoms 1 to 6 (eV/Å):
-0.224 -0.040 0.859
0.468 -1.318 0.096
-0.229 0.347 0.910
0.260 0.042 -0.741
-1.399 0.520 -0.258
0.459 0.640 1.911

Computed properties:
- orbital gap (spin up / spin down) (eV) = 5.69 / 6.45
- multiplicity = 8
- total charge = -2
- highest occupied orbital energy (spin up / spin down) (Ha) = -0.05604 / -0.08396


Summary of molar mass in g/mol
869.90 868.98 1045.66
(order as listed above)